This record from the OMol25 dataset describes the molecule C14H18N2O5 in a non-equilibrium geometry. The level of theory is the ωB97M-V functional and the def2-TZVPD basis.

XYZ file:
```
39
Properties=species:S:1:pos:R:3:nbo_charge:R:1
C -2.703 -0.489 -0.494 -0.12
C -1.593 -1.614 -0.689 0.67
C -2.612 0.035 0.832 -0.44
C -2.904 1.516 0.996 -0.50
C -1.879 2.382 0.277 0.79
C 0.723 -2.061 -0.557 -0.17
C 1.197 -2.140 0.978 0.79
C 1.836 -1.412 -1.534 -0.40
C 2.290 0.004 -0.941 -0.03
C 3.322 0.016 0.053 -0.22
C 1.875 1.258 -1.486 -0.23
C 3.625 1.270 0.762 -0.20
C 2.242 2.428 -0.748 -0.15
C 3.241 2.458 0.227 -0.26
H -4.238 -1.749 0.087 0.36
H -4.263 -1.627 -1.474 0.37
H -2.286 0.133 -1.375 0.21
H -1.741 -0.092 1.343 0.24
H -3.470 -0.293 1.397 0.23
H -2.881 1.763 2.079 0.26
H -4.015 1.775 0.587 0.24
H -1.391 4.233 -0.151 0.51
H -0.231 -0.149 -0.439 0.44
H 0.126 -3.042 -0.700 0.32
H 1.493 -1.416 -2.493 0.22
H 2.730 -2.055 -1.304 0.23
H 3.545 -1.023 0.370 0.22
H 1.022 1.434 -2.127 0.21
H 4.555 1.252 1.430 0.22
H 1.674 3.397 -1.077 0.20
H 3.641 3.468 0.292 0.23
H 0.781 -1.524 2.798 0.50
N -4.160 -1.023 -0.649 -0.82
N -0.322 -1.173 -0.703 -0.65
O -1.722 -2.858 -0.507 -0.66
O -0.537 2.076 0.375 -0.64
O -2.314 3.736 0.004 -0.68
O 1.976 -3.140 1.249 -0.60
O 0.645 -1.192 1.900 -0.70
```

## Properties
LUMO energy: -0.13 eV
ΔE to the lowest compared entry with this formula, charge and spin: 145.77 kcal per mole
maximum force: 8.54 eV/Å